DFT (the ωB97M-V functional and the def2-TZVPD basis) results for C4H8N2O in the gas phase in a non-equilibrium geometry.

Properties
* maximum force: 2.2 eV Å⁻¹
* 2S+1: 1
* SMILES: C[C@@]1(C(N)=O)CN1
* frontier orbital gap: 10.7 eV
* energy above the lowest of the compared OMol25 structures with the same formula, charge and spin: 49.9 kcal per mole

Each line ends with the natural charge from an NBO analysis.
Element x y z (Å)
C 1.701 -0.142 0.096  -0.634
C 0.180 -0.154 0.076  -0.001
C -0.367 0.598 -1.165  0.671
N -1.669 0.988 -1.131  -0.822
O 0.364 0.865 -2.105  -0.618
C -0.427 -1.397 0.619  -0.229
N -0.823 -0.093 1.150  -0.637
H 2.076 -1.148 0.303  0.208
H 2.022 0.124 -0.916  0.266
H 2.135 0.561 0.806  0.217
H -2.155 0.950 -0.247  0.418
H -1.925 1.704 -1.797  0.400
H -1.136 -2.049 0.139  0.198
H 0.295 -1.906 1.279  0.177
H -0.689 -0.337 2.109  0.384

DFT (the ωB97M-V functional and the def2-TZVPD basis) results for a molecular structure, H17HfO10 in a non-equilibrium geometry.

Properties
* maximum force: 3.8 eV Å⁻¹
* 2S+1: 1
* charge: +1
* frontier orbital gap: 10.3 eV
* energy above the lowest of the compared OMol25 structures with the same formula, charge and spin: 0.0 kcal per mole

Each line ends with the Mulliken charge.
Element x y z (Å)
Hf 1.978 -0.990 0.383  1.682
O 2.879 -0.070 -1.092  -0.815
H 3.560 0.048 -1.795  0.298
O 1.556 -1.956 1.995  -0.752
H 0.796 -2.353 2.371  0.300
O 0.416 0.156 0.325  -0.100
H -0.428 0.445 -0.115  0.150
O -1.127 2.399 1.094  -0.641
H -1.051 3.164 1.637  0.318
H -0.237 2.105 1.098  0.212
O 0.911 -2.490 -0.566  -0.497
H 0.029 -2.322 -0.893  0.367
H 1.086 -3.403 -0.786  0.353
O -2.553 1.056 -0.800  -0.610
H -1.957 1.436 -0.122  0.276
H -2.582 1.773 -1.464  0.299
O 3.018 0.359 1.617  -0.496
H 3.691 0.166 2.297  0.331
H 3.210 1.288 1.390  0.344
O -1.912 -0.446 2.170  -0.639
H -2.854 -0.281 2.046  0.332
H -1.444 0.175 1.701  0.324
O -1.552 -1.437 -1.314  -0.658
H -2.173 -1.865 -0.808  0.336
H -1.842 -0.542 -1.120  0.294
O -0.757 1.197 -3.335  -0.610
H -0.048 0.525 -3.269  0.297
H -0.614 1.862 -2.645  0.307

DFT (the ωB97M-V functional and the def2-TZVPD basis) results for C2H6B2 in the gas phase in a non-equilibrium geometry.

Properties
* maximum force: 2.4 eV Å⁻¹
* 2S+1: 1
* frontier orbital gap (alpha / beta): 8.4 / 7.7 eV
* energy above the lowest of the compared OMol25 structures with the same formula, charge and spin: 33.2 kcal per mole

Each line ends with the natural charge from an NBO analysis.
Element x y z (Å)
B -0.715 -0.055 -0.437  0.202
B 0.662 -0.061 2.008  0.404
C -0.368 0.271 -1.911  -0.459
C 0.396 -0.461 0.523  -0.610
H -1.255 0.557 -2.568  0.182
H -1.758 0.350 -0.074  -0.043
H 0.828 1.128 2.025  -0.048
H 0.398 -0.838 2.899  -0.051
H 0.640 0.274 -2.501  0.190
H 1.173 -1.166 0.037  0.232